{"formula": "C4H7N", "method": "wB97M-V/def2-TZVPD", "orbital_gap_ev": 9.406, "species": ["C", "C", "C", "C", "N", "H", "H", "H", "H", "H", "H", "H"], "positions_angstrom": [[0.828871, 0.477626, -0.388728], [0.716191, 0.205985, 1.026417], [-0.321940, 0.524039, -2.139979], [-0.433343, -0.579255, 1.635326], [1.519502, -0.464743, 0.022883], [1.234360, 0.964275, 1.697212], [-1.375381, 0.608353, -1.765268], [-0.009954, -0.475470, -2.326118], [0.015684, 1.179879, -2.918714], [-0.113688, -1.482552, 2.159160], [-0.973342, -0.951533, 0.753122], [-1.086958, -0.006607, 2.244687]], "atomic_forces_ev_per_a": [[-3.1, 0.1, -3.6], [-0.3, 2.3, 2.9], [1.1, -0.3, 3.6], [0.7, -0.8, -1.7], [1.5, -1.0, -1.3], [-0.6, -1.2, -0.6], [1.3, 0.1, -0.4], [-0.1, -0.8, -0.3], [0.1, 0.7, 0.2], [0.2, 0.2, 0.2], [-0.3, 0.0, 0.4], [-0.5, 0.6, 0.6]]}


{"formula": "C4H7N", "method": "wB97M-V/def2-TZVPD", "orbital_gap_ev": 10.201, "smiles": "CC#N.C=C", "species": ["C", "C", "N", "H", "H", "H", "C", "C", "H", "H", "H", "H"], "positions_angstrom": [[-1.730101, -0.717276, 1.911042], [-1.170840, 0.235253, 1.016669], [-0.750911, 1.070873, 0.385155], [-1.655716, -0.283388, 2.889735], [-1.071018, -1.597152, 1.743939], [-2.796550, -0.895288, 1.577509], [1.851604, -0.310784, -1.615322], [1.257272, 0.900782, -1.576576], [1.650679, -0.895572, -2.463174], [2.531280, -0.483941, -0.808959], [0.583382, 1.411764, -2.317391], [1.300919, 1.564729, -0.742628]], "atomic_forces_ev_per_a": [[-0.6, -1.3, -1.1], [-0.7, -0.1, 0.6], [0.7, 1.8, -1.4], [-0.1, -0.3, 0.7], [-0.9, 0.1, 0.7], [1.2, -0.1, 0.7], [-1.2, 3.4, 0.3], [-0.4, -0.1, -0.8], [0.3, -1.2, -0.7], [0.2, -0.9, 0.2], [0.7, -1.3, 0.3], [0.7, 0.1, 0.6]]}


{"formula": "C4H7N", "method": "wB97M-V/def2-TZVPD", "orbital_gap_ev": [9.226, 8.367], "s_squared": 0.7668, "total_charge": 1, "multiplicity": 2, "species": ["C", "C", "C", "N", "C", "H", "H", "H", "H", "H", "H", "H"], "positions_angstrom": [[1.611288, -1.406747, 0.176110], [1.004510, -0.030642, 0.208363], [-0.242135, 0.363972, -0.229897], [-0.992311, 1.488582, 0.173771], [-2.232539, 1.434335, -0.183714], [1.930551, -1.784661, -0.802290], [2.532763, -1.121363, 0.723590], [1.135767, -2.221137, 0.766737], [1.495589, 0.723534, 0.811528], [-0.747441, -0.232945, -0.972287], [-2.702455, 0.463990, -0.165084], [-2.793592, 2.323078, -0.506827]], "atomic_forces_ev_per_a": [[1.6, 1.2, 0.8], [-1.1, 0.1, 0.9], [-1.3, 0.7, 0.5], [0.9, -1.9, -1.8], [0.5, 0.8, 0.4], [-0.4, 0.2, 0.0], [-0.1, -1.2, -0.4], [-0.3, 0.8, -0.5], [0.3, 0.0, 0.0], [0.1, -0.3, -0.3], [-0.6, -0.2, -0.2], [0.3, -0.2, 0.6]]}


ΔE to the lowest compared entry with this formula, charge and spin in kJ/mol, matching the order above: 419.3, 167.9, 223.7
E in eV, matching the order above: -5747.0706, -5749.6768, -5740.7945